Entry 1:
C17H33AlN2O7PS | the ωB97M-V functional and the def2-TZVPD basis

```
62
Properties=species:S:1:pos:R:3:lowdin_charge:R:1
C 3.64902 -2.35749 1.90830 0.00
C 4.74981 -2.57891 0.75177 -0.41
O 4.50134 -3.43817 -0.13691 0.04
O 5.95474 -1.82906 0.81904 -0.09
C 5.97144 -0.77299 -0.18463 -0.17
C 5.23317 0.53788 0.44595 -0.16
C 4.11211 1.06362 -0.61056 -0.20
C 3.23487 2.27363 -0.00292 -0.20
C 1.76626 1.80003 0.49716 -0.20
C 0.66937 2.08713 -0.65111 -0.19
C -0.78355 2.46930 -0.06575 -0.18
C -1.42850 1.34339 0.87424 -0.11
C -2.32459 0.25349 0.09934 -0.41
C -1.66133 -0.40343 -1.22874 -0.10
C -0.49196 -1.42906 -0.83516 -0.09
C 0.70972 -1.48104 -1.90203 -0.40
N 2.02976 -2.09463 -1.51952 0.07
O 0.64952 -1.01190 -3.06538 0.03
O -2.56058 -0.72417 1.16963 -0.22
Al -4.15471 -0.13639 2.01665 0.06
N -3.46636 0.36449 3.76345 -0.09
P -5.99368 -1.61465 1.98489 0.17
S -6.76547 -1.84498 0.18674 -0.04
O -4.43738 1.28859 0.80514 -0.22
C -3.82561 0.69536 -0.36618 -0.33
C -4.02411 1.38337 -1.79802 -0.02
C -4.56377 0.42005 -2.94819 -0.38
O -4.57116 0.86534 -4.13361 0.02
O -5.04043 -0.90869 -2.77250 -0.01
H 3.02510 -1.41656 1.70746 0.07
H 4.21937 -2.27793 2.89409 0.09
H 2.91286 -3.24345 1.91581 0.10
H 7.07484 -0.53008 -0.40782 0.13
H 5.40501 -1.02686 -1.14405 0.13
H 6.06766 1.32441 0.58471 0.11
H 4.72433 0.28339 1.43451 0.11
H 3.49091 0.15673 -0.92781 0.09
H 4.71518 1.44090 -1.51890 0.12
H 3.17412 3.06896 -0.83963 0.10
H 3.79814 2.79859 0.85898 0.11
H 1.46680 2.25662 1.50346 0.11
H 1.87389 0.66446 0.69388 0.09
H 0.63808 1.19878 -1.37073 0.09
H 1.05144 2.98601 -1.26230 0.11
H -0.62457 3.43876 0.54623 0.11
H -1.42725 2.76985 -0.96300 0.10
H -0.62825 0.77046 1.47810 0.12
H -2.09517 1.84716 1.66440 0.12
H -1.30024 0.44979 -1.91655 0.11
H -2.42260 -0.99275 -1.85130 0.11
H -0.02573 -1.03189 0.13956 0.11
H -0.88159 -2.49623 -0.64121 0.14
H 1.83509 -3.08893 -1.30650 0.08
H 2.33905 -1.63717 -0.64696 0.03
H -3.91994 -0.30893 4.40088 -0.05
H -2.46462 0.10617 3.75911 -0.02
H -7.07140 -1.07595 2.80149 -0.08
H -5.66152 -2.89218 2.59877 -0.08
H -4.34512 -0.33474 -0.40697 0.09
H -4.74937 2.28143 -1.75145 0.15
H -3.03686 1.83229 -2.19477 0.11
H -4.29563 -1.54126 -2.93252 0.12
```

E_HOMO   -4.87 eV
Energy relative to the best compared isomer or geometry (same formula, charge and spin)   121.09 kcal/mol
Gap between HOMO and LUMO   7.1033 eV
Total charge   -1

Entry 2:
C5H6O2 | the ωB97M-V functional and the def2-TZVPD basis

```
13
Properties=species:S:1:pos:R:3:lowdin_charge:R:1
O -2.05279 -1.23145 -0.36604 0.08
C -0.85355 -1.18111 -0.46638 -0.20
C 0.06200 -0.12445 0.03429 -0.55
C -0.40841 0.72907 1.10374 0.07
C -0.25647 1.11220 -0.65718 0.07
C 1.44903 -0.56144 0.06146 -0.22
O 2.42989 0.06981 -0.21544 0.09
H -0.32060 -2.01363 -0.95218 0.13
H 0.16527 1.44385 1.66641 0.09
H -1.27944 0.37046 1.66506 0.11
H 0.57636 1.59924 -1.17395 0.11
H -1.23283 1.35676 -1.04082 0.09
H 1.72987 -1.58108 0.34108 0.14
```

E_HOMO   -9.53 eV
SMILES   O=CC1(C=O)CC1
Energy relative to the best compared isomer or geometry (same formula, charge and spin)   74.91 kcal/mol
Gap between HOMO and LUMO   10.1251 eV

Entry 3:
C26H39BaBrO2SSi | the ωB97M-V functional and the def2-TZVPD basis

```
71
Properties=species:S:1:pos:R:3:lowdin_charge:R:1
Ba -0.11876 2.00951 0.90099 1.66
C 3.37345 -1.57843 3.32202 -0.06
C 2.72424 -0.21403 3.57763 -0.32
C 1.39199 -0.18651 3.99897 -0.07
C 0.76801 1.05721 4.35948 -0.10
C 1.42147 2.26169 4.09853 -0.16
C 2.75381 2.24232 3.64102 -0.06
C 3.34704 0.99345 3.40620 -0.06
H 3.70287 -2.02731 4.29462 0.10
H 4.21254 -1.53367 2.65977 0.06
H 2.66270 -2.30817 2.88324 0.06
H 0.86407 -1.11158 4.30273 0.12
H -0.27178 1.13424 4.70814 0.11
H 0.91821 3.17592 4.31691 0.08
H 3.36227 3.11311 3.56173 0.10
H 4.37674 0.94732 3.13754 0.11
O -1.61129 3.38538 -1.03890 -0.13
C -1.89073 4.01445 0.02492 -0.79
O -2.21737 3.41662 1.06530 -0.23
C -1.50410 5.48854 0.11009 -0.19
C -2.22537 6.36098 -0.67845 -0.05
C -1.78290 7.69807 -0.86920 -0.08
C -0.74798 8.13551 -0.04356 -0.12
C -0.03961 7.29358 0.73495 -0.15
C -0.35288 5.93997 0.78493 -0.63
S 0.78916 4.81998 1.57555 0.35
H -3.09784 5.99230 -1.27561 0.13
H -2.29348 8.36213 -1.62042 0.11
H -0.29807 9.09107 -0.23155 0.09
H 0.82235 7.60451 1.22700 0.07
C -2.30095 -0.13804 -0.62950 -0.13
C -1.29392 -0.62883 -1.65548 -0.61
C -2.18317 -1.14774 -2.84891 -0.09
C -0.50965 0.55351 -2.18677 -0.15
Si -0.08383 -2.07751 -1.07017 0.50
Br 1.44974 -1.11840 0.28592 0.53
C 0.88616 -2.90687 -2.55503 -0.61
C 1.26506 -1.89689 -3.64534 -0.09
C 2.20398 -3.54205 -2.06718 -0.12
C 0.02128 -4.02227 -3.16213 -0.10
C -0.79982 -3.27319 0.21567 -0.65
C -1.25286 -2.59431 1.50863 -0.12
C -2.07746 -3.95668 -0.38795 -0.09
C 0.15630 -4.41805 0.58445 -0.10
H -2.64950 0.85667 -0.87720 0.08
H -1.88402 -0.15683 0.36612 0.00
H -3.19599 -0.82280 -0.61688 0.11
H -2.86863 -0.31340 -3.23500 0.12
H -2.82978 -2.05085 -2.65359 0.08
H -1.59376 -1.42967 -3.75718 0.07
H -1.18187 1.43241 -2.42026 0.11
H 0.09954 0.30897 -3.02552 0.05
H 0.26530 0.79914 -1.45215 -0.03
H 1.94793 -1.14333 -3.19158 0.10
H 0.42662 -1.41695 -4.10162 0.05
H 1.70599 -2.42204 -4.43499 0.07
H 2.99312 -2.77941 -2.02737 0.07
H 2.62920 -4.22169 -2.82831 0.10
H 2.21892 -4.06061 -1.12568 0.05
H -1.00106 -3.68800 -3.45576 0.08
H 0.01315 -4.90578 -2.52491 0.07
H 0.55125 -4.37954 -4.07459 0.10
H -2.05708 -1.84307 1.42829 0.08
H -0.48772 -2.16918 2.04765 0.01
H -1.67583 -3.41107 2.14370 0.11
H -2.87894 -3.22529 -0.41537 0.06
H -2.44833 -4.82805 0.25557 0.11
H -1.88011 -4.41179 -1.39058 0.07
H 1.12672 -4.00005 0.78193 0.04
H 0.30812 -5.16326 -0.20484 0.08
H -0.17285 -4.96539 1.46935 0.09
```

E_HOMO   -6.48 eV
Energy relative to the best compared isomer or geometry (same formula, charge and spin)   32.33 kcal/mol
Gap between HOMO and LUMO   6.5126 eV

Entry 4:
C12H4Cl2NO2RhS4 | the ωB97M-V functional and the def2-TZVPD basis

```
26
Properties=species:S:1:pos:R:3:lowdin_charge:R:1
Rh 0.04978 0.11862 0.03986 0.50
O 4.91561 4.84030 0.07323 -0.02
C 4.06018 4.01036 0.08334 -0.99
S 2.31880 4.39402 0.04083 0.98
C 1.76523 2.73920 0.02431 -1.13
C 2.73280 1.73744 0.03459 -1.14
S 2.32456 0.11602 0.02314 0.72
S 4.39475 2.25675 0.06102 0.99
S 0.14051 2.35175 -0.00271 0.70
Cl -0.40748 -4.81429 -0.00115 0.73
C -1.65390 -3.62826 -0.00056 -0.58
C -3.00231 -4.03214 -0.01197 -0.11
C -4.01421 -3.12277 -0.01288 -0.61
Cl -5.66220 -3.67009 -0.02942 0.70
C -3.72858 -1.73852 -0.00236 -0.17
C -4.68306 -0.70512 -0.00480 0.00
C -4.26572 0.59358 0.00386 -0.03
C -2.89665 0.88560 0.01618 -0.11
N -1.97422 -0.04892 0.02053 -0.05
C -2.36900 -1.35894 0.01079 -0.13
C -1.30346 -2.30022 0.01119 -0.39
O -0.06439 -1.86188 0.01968 -0.25
H -3.24288 -5.08670 -0.02106 0.11
H -5.73836 -0.94320 -0.01479 0.10
H -4.98272 1.40276 0.00149 0.11
H -2.54387 1.90864 0.02378 0.08
```

E_HOMO (spin up / spin down)   -8.00 / -8.02 eV
Gap between HOMO and LUMO (spin up / spin down)   5.4116 / 5.4407 eV

Entry 5:
C7H18 | the ωB97M-V functional and the def2-TZVPD basis

```
25
Properties=species:S:1:pos:R:3:lowdin_charge:R:1
C -1.59848 -1.23199 1.71442 -0.32
C -1.86787 -1.65415 0.27092 -0.13
C -0.38485 -1.98113 2.33074 -0.11
H -1.36402 -0.15914 1.66395 0.08
H -2.48728 -1.29751 2.33045 0.09
H -2.10963 -0.84173 -0.41125 0.05
H -0.67535 -3.02249 2.39448 0.07
H -2.70134 -2.36474 0.20789 0.07
H -1.04855 -2.23067 -0.16565 0.07
H 0.49205 -1.64619 1.78318 0.06
H -0.22703 -1.49345 3.29945 0.07
C 1.20880 1.60280 -1.28989 -0.48
C 1.90398 0.24624 -1.50908 -0.10
C -0.20398 1.48623 -1.86884 -0.09
C 1.18920 2.02841 0.17291 -0.08
H 1.82584 2.25312 -1.91796 0.12
H 1.50994 -0.54827 -0.88077 0.07
H -0.27048 0.85116 -2.74657 0.07
H -0.86005 0.98669 -1.14481 0.05
H -0.74567 2.42667 -1.98666 0.07
H 0.74129 3.01426 0.25701 0.08
H 0.61352 1.33097 0.78135 0.06
H 2.20042 1.92525 0.57626 0.08
H 2.97845 0.31467 -1.28996 0.07
H 1.88107 0.00498 -2.57155 0.07
```

E_HOMO   -11.15 eV
SMILES   CC(C)C.CCC
Energy relative to the best compared isomer or geometry (same formula, charge and spin)   12.80 kcal/mol
Gap between HOMO and LUMO   12.2503 eV

Entry 6:
C8H15N | the ωB97M-V functional and the def2-TZVPD basis

```
24
Properties=species:S:1:pos:R:3:lowdin_charge:R:1
C -0.60137 -2.35694 -0.98965 -0.04
C -2.15051 0.79410 0.39384 -0.11
C -0.61697 -1.16807 -0.06974 -0.42
N -0.04952 -1.34128 1.17439 0.13
C -1.25323 -0.03768 -0.47646 -0.22
H 0.20319 -0.48048 1.64036 0.06
H 0.66434 -2.05436 1.22176 0.09
H -1.54389 -0.02640 -1.52149 0.11
H -1.62465 -2.59720 -1.27368 0.08
H -0.16569 -3.22636 -0.50169 0.07
H -0.04088 -2.15923 -1.90304 0.08
H -1.83734 0.77358 1.43343 0.06
H -3.15845 0.37436 0.32897 0.08
H -2.20437 1.83031 0.06577 0.07
C 0.53840 1.49830 -0.18556 -0.26
C 1.59553 0.70400 -0.80950 -0.20
C 0.51491 1.82596 1.12454 -0.04
C 2.78766 0.49956 -0.26444 0.01
H -0.06375 2.06948 -0.87874 0.11
H 1.37366 0.29676 -1.78801 0.10
H -0.09661 2.63557 1.48519 0.06
H 3.05027 0.91561 0.69441 0.05
H 3.54740 -0.08880 -0.75239 0.05
H 1.13188 1.31916 1.85173 0.05
```

E_HOMO   -7.23 eV
SMILES   C/C=C(/C)N.C=CC=C
Energy relative to the best compared isomer or geometry (same formula, charge and spin)   61.61 kcal/mol
Gap between HOMO and LUMO   8.2298 eV

M for the records above, in order: 467.5; 98.1; 661.0; 496.2; 102.2; 125.2 g mol⁻¹
Calculated total energy for the records above, in order: -2285.77906; -344.48253; -4451.89589; -3288.66430; -277.47801; -368.47457 Eh